DFT (ωB97M-V/def2-TZVPD) results for C31H54AsGeMoNOS3Si3 as an isolated structure.

As for the charge: -2. For the orbital gap (spin up / spin down), the calculation gives 6.2 / 6.7 eV. The maximum force comes out at 1.076 eV/A. As for the spin multiplicity: 3. As for the total energy: -211914.09256 eV.

Each line ends with the Mulliken charge.
Atoms and positions in Å:
Mo 0.11499 -0.42076 -0.40191  -1.30
C 3.12832 -0.18411 -1.87158  -1.07
O 2.37528 0.20304 -0.74118  1.22
Si 2.92819 1.17290 0.54097  -0.74
C 4.57395 1.93793 -0.07688  -1.31
C 3.57192 -0.00223 1.89086  -0.87
C 1.53080 2.30107 0.80576  1.59
Si 1.32315 3.55212 -0.52585  0.05
C 2.34100 5.16965 -0.31836  -1.31
C 1.80568 2.95016 -2.27054  -0.50
C -0.45955 4.20989 -0.70816  -0.67
Si 1.34096 2.93767 2.52572  0.09
C 0.89615 1.65206 3.84285  -0.72
C -0.00980 4.26833 2.72103  -0.63
C 2.91178 3.79646 3.22274  -1.15
H 3.74010 0.64821 -2.22811  0.43
H 2.44183 -0.49179 -2.66069  -0.04
H 3.78669 -1.02856 -1.64188  0.24
H 5.33867 1.19836 -0.33069  0.29
H 4.97305 2.57740 0.71501  0.32
H 4.41113 2.57322 -0.95152  0.39
H 4.40163 -0.61209 1.52365  0.34
H 2.79407 -0.67972 2.24426  0.22
H 3.93041 0.56281 2.75612  0.29
H 3.41062 4.96255 -0.22134  0.30
H 2.02674 5.69443 0.58931  0.28
H 2.20343 5.85277 -1.16224  0.32
H 2.88684 2.81866 -2.37182  0.31
H 1.48483 3.65299 -3.04400  0.44
H 1.33300 1.98527 -2.47134  -0.49
H -0.63149 5.08877 -0.08162  0.39
H -1.16449 3.43869 -0.39382  -0.52
H -0.69292 4.48064 -1.74119  0.47
H -0.01598 1.12737 3.55599  -0.03
H 0.72795 2.11472 4.82038  0.36
H 1.67586 0.89633 3.95641  0.27
H -0.98098 3.85662 2.43993  -0.12
H 0.17894 5.14289 2.09253  0.24
H -0.06927 4.60705 3.75884  0.37
H 3.78555 3.14653 3.11361  0.25
H 2.80690 4.04199 4.28411  0.33
H 3.12778 4.72340 2.68325  0.28
S -1.72957 -3.61171 2.45244  -0.41
C -1.12513 -2.33366 1.57723  0.24
S 0.32570 -1.49756 1.95040  -0.50
S -1.91410 -1.67559 0.17325  -0.49
C -1.27078 1.92594 -4.80751  -1.43
Ge -1.06510 0.25849 -3.71920  0.66
C 0.32954 -0.77142 -4.69526  -1.22
C -2.77066 -0.73609 -4.00867  -1.38
C -0.63433 0.63645 -1.87321  0.30
H -1.60711 1.69938 -5.82175  0.39
H -0.31580 2.45146 -4.87133  0.35
H -1.99515 2.60213 -4.34836  0.38
H -0.06163 -1.17473 -5.63171  0.47
H 0.68972 -1.60065 -4.08699  0.19
H 1.17778 -0.12400 -4.92896  0.34
H -2.74151 -1.25978 -4.96587  0.45
H -3.61916 -0.04996 -4.00877  0.38
H -2.92570 -1.46642 -3.21251  0.32
H -0.98479 1.65468 -1.65110  0.05
N 2.32385 -7.21628 -2.71538  -0.68
C 2.00531 -6.15552 -2.39347  -0.07
C 1.60530 -4.85244 -2.00084  0.52
C 0.39745 -4.30817 -2.45748  -0.68
C 0.00140 -3.05302 -2.04672  -0.43
C 0.75871 -2.25979 -1.16275  1.18
C 1.96117 -2.84260 -0.71734  -0.27
C 2.38384 -4.09242 -1.11956  -0.77
H -0.22293 -4.89129 -3.12814  0.45
H -0.94967 -2.66985 -2.39866  0.38
H 2.56278 -2.30120 0.00497  0.35
H 3.31571 -4.50275 -0.74773  0.45
C -3.59373 3.19905 1.50461  -1.58
As -2.68867 1.45881 1.08529  0.70
C -3.80958 1.16539 -0.49903  -1.19
C -3.70798 0.44952 2.50827  -1.24
C -5.00534 -0.17673 2.11483  0.20
C -5.10214 -1.54789 1.87290  0.20
C -6.30175 -2.12082 1.48142  -0.91
C -7.43862 -1.33884 1.32539  -0.32
C -7.36279 0.02199 1.58198  -0.59
C -6.16215 0.59355 1.97707  -0.12
H -4.66287 3.14368 1.28813  0.45
H -3.15984 3.99626 0.89952  0.34
H -3.45959 3.46131 2.55513  0.41
H -4.85349 1.02137 -0.22143  0.50
H -3.45411 0.29175 -1.03984  0.05
H -3.72532 2.04002 -1.14729  0.41
H -3.86879 1.18394 3.30051  0.55
H -3.01892 -0.31142 2.87682  0.46
H -4.22869 -2.17360 2.00190  0.13
H -6.34466 -3.18899 1.30513  0.41
H -8.37936 -1.78067 1.01759  0.35
H -8.24728 0.64114 1.47800  0.37
H -6.12132 1.65584 2.19436  0.26

---

DFT (ωB97M-V/def2-TZVPD) results for a 7-piece molecular cluster, C24H34O21 overall.

As for the charge: 0. For the orbital gap, the calculation gives 10.2 eV. The maximum force comes out at 6.426 eV/A. The SMILES is C[C@H]1COC(=O)O1.C[C@H]1COC(=O)O1.C[C@H]1COC(=O)O1.O=C1OCCO1.O=C1OCCO1.O=C1OCCO1.O=C1OCCO1. As for the total energy: -68432.46249 eV.

Each line ends with the Mulliken charge.
Atoms and positions in Å:
C -2.52669 0.62959 3.90151  -0.12
C -2.80245 2.05376 4.29877  -0.26
O -3.81702 2.00458 5.21565  -0.38
C -4.53401 0.73909 5.08864  0.66
O -5.62437 0.37654 5.51602  -0.52
O -3.67088 0.01612 4.38507  -0.31
H -1.62506 0.18739 4.32533  0.25
H -2.38473 0.51867 2.82650  0.15
H -3.33381 2.58153 3.50680  0.26
H -1.95617 2.65272 4.63518  0.27
C 1.46580 1.26608 -4.52825  -0.19
C 2.86811 0.90111 -4.78404  -0.45
O 3.50948 0.97728 -3.51623  -0.29
C 2.83861 1.81280 -2.84670  0.69
O 3.17064 2.25206 -1.75027  -0.60
O 1.56815 1.93811 -3.32951  -0.29
H 0.77864 0.42013 -4.51114  0.25
H 1.12945 1.85271 -5.38314  0.26
H 3.37916 1.51989 -5.52163  0.28
H 2.94531 -0.03770 -5.33245  0.34
C 0.64550 -2.17491 -1.08340  -0.14
C -0.01334 -1.34055 -0.06796  -0.20
O -1.29180 -1.16343 -0.54247  -0.32
C -1.50933 -1.87916 -1.64794  0.71
O -2.56430 -1.84668 -2.21975  -0.59
O -0.44128 -2.56066 -1.92536  -0.36
H 1.04705 -3.08369 -0.63509  0.28
H 1.43209 -1.60299 -1.57561  0.13
H 0.50272 -0.38079 -0.09373  0.24
H -0.00393 -1.84353 0.89900  0.25
C -4.37138 0.41640 -8.31888  -0.17
C -5.12856 0.50683 -7.01899  -0.31
O -6.47536 0.15592 -7.16892  -0.31
C -6.64778 -0.05301 -8.47436  0.72
O -7.74413 -0.45397 -8.96464  -0.60
O -5.53352 0.14827 -9.11046  -0.33
H -3.70276 -0.44433 -8.30521  0.23
H -4.01592 1.35433 -8.74552  0.26
H -4.97810 1.50977 -6.61951  0.25
H -4.66142 -0.13821 -6.27481  0.27
C -3.60525 -6.61542 3.88529  -1.38
C -2.45723 -5.78196 3.39731  0.45
C -1.63989 -4.94616 4.46445  -0.48
O -0.38484 -4.97012 3.93978  -0.29
C -0.22081 -6.08818 3.30774  0.65
O 0.83042 -6.43518 2.85738  -0.55
O -1.43582 -6.69735 3.09424  -0.34
H -4.37082 -5.89474 4.17274  0.38
H -3.34310 -7.24909 4.73255  0.33
H -4.01557 -7.32251 3.16435  0.36
H -2.56758 -5.08458 2.56690  0.33
H -1.65137 -5.26416 5.50696  0.30
H -1.97899 -3.91031 4.45351  0.24
C 8.49378 -0.33768 0.72630  -1.22
C 7.48179 -1.15871 1.62291  0.38
C 5.99986 -1.25861 1.10573  -0.40
O 5.66176 -2.55824 1.46062  -0.27
C 6.76226 -3.29566 1.79760  0.61
O 6.72350 -4.48798 2.02996  -0.56
O 7.83942 -2.53961 1.83395  -0.34
H 8.35664 -0.49542 -0.34347  0.30
H 9.53838 -0.24962 1.02488  0.36
H 8.21715 0.69847 0.92114  0.37
H 7.28037 -0.70669 2.59410  0.25
H 5.82154 -1.08099 0.04519  0.26
H 5.36004 -0.54142 1.61990  0.25
C 0.76912 5.10931 1.41224  -1.32
C -0.22052 6.20470 2.02969  0.29
C 0.28857 7.57172 1.57563  -0.35
O -1.04360 8.12843 1.68179  -0.35
C -1.91248 7.29111 1.29143  0.73
O -2.93776 7.68885 0.77079  -0.62
O -1.45630 6.12361 1.42124  -0.33
H 0.86923 5.27483 0.33954  0.34
H 0.24048 4.15984 1.49675  0.32
H 1.70186 5.20887 1.96739  0.38
H -0.40477 5.93989 3.07086  0.33
H 0.49062 7.61641 0.50545  0.30
H 0.99735 8.16601 2.15231  0.26

---

DFT (ωB97M-V/def2-TZVPD) results for C14H25CoF9N3OSe2 as an isolated structure.

As for the charge: +1. For the orbital gap (spin up / spin down), the calculation gives 8.7 / 9.2 eV. The maximum force comes out at 0.433 eV/A. As for the spin multiplicity: 2. As for the total energy: -214214.86613 eV.

Each line ends with the Mulliken charge.
Atoms and positions in Å:
Co 0.04520 -0.00446 0.06272  -0.80
C -1.52114 -1.46227 2.06906  -0.97
C -0.49569 -0.64266 2.84907  -0.79
N 0.73209 -0.39604 2.07656  0.13
C 1.68368 -1.51026 1.98234  -0.92
C 1.23865 -2.52311 0.93352  -0.65
N 0.78297 -1.84692 -0.30937  0.19
C -0.31084 -2.56775 -0.99863  -0.20
C -1.63411 -2.33978 -0.25493  -0.76
N -1.56244 -1.13003 0.61117  0.12
H -2.50437 -1.30539 2.51260  0.51
H -1.30731 -2.52393 2.16756  0.46
H -0.28495 -1.15311 3.79526  0.44
H -0.91264 0.33007 3.08300  0.33
H 1.19684 0.40871 2.47854  0.25
H 1.81728 -2.02114 2.94170  0.40
H 2.65047 -1.09166 1.69627  0.36
H 0.41519 -3.12696 1.30819  0.26
H 2.05362 -3.21525 0.71519  0.53
H 1.57035 -1.79235 -0.94736  0.45
H -0.09092 -3.63456 -1.08728  0.50
H -0.37554 -2.15359 -2.00386  -0.17
H -1.89612 -3.20439 0.35437  0.40
H -2.43571 -2.21587 -0.98140  0.41
H -2.38578 -0.56856 0.43282  0.38
C -1.37751 1.35921 -3.78633  -0.92
Se -0.19141 -0.06321 -3.20947  0.16
C 1.47871 0.90693 -3.47417  -1.09
C 1.78503 1.90182 -2.37164  -0.16
Se 2.20134 0.96066 -0.72296  0.16
C 2.49169 2.53301 0.36438  -0.74
H -1.22160 1.53850 -4.84662  0.44
H -1.20463 2.25924 -3.20513  0.15
H -2.39519 1.01701 -3.61822  0.33
H 1.41700 1.41607 -4.43562  0.49
H 2.26433 0.15558 -3.56129  0.41
H 0.93740 2.54917 -2.14792  -0.08
H 2.65653 2.51120 -2.61417  0.53
H 3.38142 3.04121 0.00343  0.48
H 2.64572 2.22189 1.39493  0.30
H 1.61332 3.16293 0.29111  0.06
F -2.05890 3.98564 2.41057  -0.26
C -1.10388 3.36741 1.72042  0.31
F -0.18484 4.27947 1.38441  -0.26
F -0.49757 2.49926 2.55457  -0.20
C -1.63066 2.61456 0.45236  0.82
O -0.72279 1.74311 -0.01479  0.26
C -1.89919 3.67609 -0.66554  0.37
F -2.63909 3.14027 -1.64505  -0.25
F -2.53021 4.76039 -0.21553  -0.25
F -0.74337 4.07393 -1.21414  -0.23
C -2.99762 1.95007 0.80761  0.08
F -3.34927 1.06691 -0.14819  -0.27
F -2.88960 1.23525 1.94971  -0.26
F -4.00025 2.80138 0.95748  -0.24

---

DFT (ωB97M-V/def2-TZVPD) results for C2CuFLiMgO2 as an isolated structure.

As for the charge: -1. For the orbital gap (spin up / spin down), the calculation gives 4.6 / 4.8 eV. The maximum force comes out at 1.696 eV/A. As for the total energy: -59176.17431 eV.

Each line ends with the Mulliken charge.
Atoms and positions in Å:
C -0.39789 -0.98060 0.17556  -0.30
O 0.85476 -1.27175 0.40386  -0.52
Mg 1.68042 0.81615 -0.34271  0.10
F 0.38679 2.10334 0.28130  -0.72
C -1.44572 -0.47262 -0.21605  0.43
O -2.46811 0.28985 -0.41645  -0.92
Li -1.32783 1.61957 0.45707  0.80
Cu 2.71757 -2.10393 -0.34258  0.14

---

DFT (ωB97M-V/def2-TZVPD) results for C4H5NO as an isolated structure.

As for the charge: 0. For the orbital gap, the calculation gives 9.2 eV. The maximum force comes out at 2.089 eV/A. As for the total energy: -7762.23677 eV.

Each line ends with the Mulliken charge.
Atoms and positions in Å:
C -1.01208 -0.19519 -0.10576  -0.44
C 0.06926 0.84975 -0.44917  -0.19
C 0.20664 -0.93009 0.45047  -0.36
N 0.65374 1.03357 0.84519  -0.50
C 1.06751 -0.38603 -0.60692  0.46
O 2.07451 -0.64334 -1.19108  -0.56
H -0.06868 1.05173 1.56956  0.25
H -1.50302 -0.70362 -0.94119  0.26
H -1.76022 0.13554 0.62066  0.26
H 0.02385 1.68017 -1.14866  0.44
H 0.24849 -1.89247 0.95688  0.35

---

DFT (ωB97M-V/def2-TZVPD) results for C13H29F3N2O10PV as an isolated structure.

As for the charge: 0. For the orbital gap, the calculation gives 8.1 eV. The maximum force comes out at 4.212 eV/A. As for the total energy: -80537.63610 eV.

Each line ends with the Mulliken charge.
Atoms and positions in Å:
O 7.30422 0.53551 20.93310  -0.40
V 6.00580 1.39921 20.92374  1.07
O 6.24973 2.90298 20.42648  -0.44
C 5.33796 -0.10754 18.17742  0.19
O 6.47826 0.73565 17.71571  -0.30
O 4.71640 0.74611 19.08706  -0.72
C 4.51110 -0.65838 16.91343  0.87
F 5.21903 -1.00351 15.81297  -0.28
F 3.94275 -1.77046 17.29190  -0.28
F 3.52582 0.14476 16.42840  -0.29
C 7.76370 0.13090 17.60943  -0.29
C 8.67237 1.35599 17.30134  -1.13
H 8.28873 1.73748 16.35509  0.29
H 8.46414 2.10364 18.06670  0.23
H 9.68865 0.96235 17.28416  0.38
H 7.63930 -0.40780 16.67005  0.41
H 8.15576 -0.50404 18.40394  0.27
H 5.83660 -0.89726 18.73938  -0.23
C 7.54360 0.96970 25.01561  -1.01
C 7.27943 2.12338 24.16026  0.62
O 6.71767 2.00849 23.08674  -0.65
N 7.65862 3.31990 24.57831  -0.18
C 7.34992 4.58402 23.84016  -0.72
H 7.43529 1.17987 26.07966  0.42
H 8.52380 0.56533 24.76302  0.32
H 6.81509 0.18100 24.82764  0.02
H 8.29597 3.39415 25.35829  0.23
H 6.33727 4.52781 23.44081  0.14
H 8.05127 4.70644 23.01481  0.31
H 7.40309 5.46632 24.47799  0.34
C 3.91674 -1.23693 24.10153  -0.90
C 4.77401 -1.38836 22.84427  0.53
O 5.15168 -0.32725 22.30430  -0.20
N 5.20818 -2.60899 22.47282  -0.21
C 5.93687 -2.95980 21.28487  -0.49
H 4.40347 -0.45369 24.68268  0.05
H 4.01806 -2.06015 24.80873  0.45
H 2.83838 -1.18195 23.95260  0.24
H 5.07285 -3.38528 23.10461  0.24
H 6.98566 -3.20646 21.45007  0.31
H 5.89718 -2.08498 20.63586  -0.19
H 5.44308 -3.73586 20.70007  0.34
C 2.22382 4.77879 21.19833  -0.66
O 2.29902 3.88579 22.33408  -0.36
P 2.78485 2.33406 22.33182  0.32
O 4.08485 2.02853 21.60794  0.78
O 1.49186 1.61811 21.78274  -0.41
C 1.58912 0.34093 21.10196  -0.30
O 2.84590 1.90194 23.88298  -0.18
C 3.43913 2.71983 24.85836  -0.69
H 2.75096 4.41782 20.31519  0.32
H 2.53001 5.75930 21.56294  0.24
H 1.15922 4.84752 20.97469  0.28
H 2.63480 0.06351 20.96894  -0.08
H 1.14143 0.30124 20.10893  0.28
H 1.00955 -0.39247 21.66263  0.28
H 4.28862 3.36422 24.63196  0.21
H 3.67023 2.15045 25.75863  0.28
H 2.63215 3.40379 25.12118  0.35